Record 1
13
Properties=species:S:1:pos:R:3:forces:R:3 method="wB97M-V/def2-TZVPD" lumo_ha="-0.0294 / -0.0039" total_charge=0 max_force_ev_per_a=2.690 homo_lumo_gap_ev="6.62 / 9.10" e_above_lowest_kcal_mol=75.9
C -0.967493 -1.351066 -1.254361 -0.7 0.5 -0.3
C -0.852314 -0.691794 -0.092207 0.3 -0.5 1.5
C 0.375837 -0.855822 0.512266 2.0 1.8 0.0
C 0.715231 1.774466 0.002328 0.3 0.7 0.0
O 0.635221 -0.664504 1.817426 1.6 -1.2 -1.5
F 1.043402 1.954760 -1.300881 0.2 -0.3 0.7
F 1.767860 2.059651 0.804613 0.0 -0.5 -0.6
F -0.175095 2.751470 0.290885 -0.4 -0.6 -0.1
H -1.918759 -1.437297 -1.687104 -1.0 -0.1 -1.0
H -0.097336 -1.728550 -1.770176 -0.1 -0.2 0.1
H -1.538570 -0.203200 0.607687 -0.8 -0.3 -1.0
H 1.156982 -1.237095 -0.166423 0.1 0.1 1.3
H -0.144965 -0.371019 2.235948 -1.5 0.6 1.0

Record 2
17
Properties=species:S:1:pos:R:3:forces:R:3 method="wB97M-V/def2-TZVPD" lumo_ha=0.0369 total_charge=0 max_force_ev_per_a=4.835 homo_lumo_gap_ev=9.63 e_above_lowest_kcal_mol=69.9 smiles=CN[C@@H](C)CO
C -0.508168 1.660556 1.348685 -0.4 -0.8 -0.8
N 0.727635 0.992486 0.864486 0.5 -0.6 -1.0
C -0.601357 -1.192047 1.047442 3.2 -1.4 0.6
C 0.384668 -0.309729 0.212246 -1.8 1.7 -0.7
C -0.257531 -0.065857 -1.209689 2.2 -3.5 -1.1
O 0.510411 -0.959502 -2.238084 0.9 4.6 1.3
H -0.287656 2.713861 1.490434 -0.2 0.0 0.4
H -1.511335 1.581162 0.695153 2.2 0.1 0.9
H -0.699493 1.100481 2.284968 -0.4 1.2 -0.3
H 1.436508 1.551702 0.293164 -1.9 -0.9 1.0
H -1.351189 -1.572558 0.338773 -0.3 0.1 1.3
H 0.049864 -2.076692 1.485765 -1.4 1.3 -1.2
H -0.778972 -0.684183 1.980640 -1.4 0.0 -0.1
H 1.172874 -0.992141 0.052396 1.7 0.2 -0.3
H -0.213429 0.881511 -1.708203 -0.1 0.7 0.4
H -1.203922 -0.564620 -1.208775 -1.1 0.7 -0.2
H 0.104335 -1.767443 -2.243146 -1.6 -3.2 0.0